Below is a structure of composition C47H76As4F5NOP2Ti in a non-equilibrium geometry, with properties calculated with ωB97M-V with the def2-TZVPD basis set.

```
137
Properties=species:S:1:pos:R:3:forces:R:3:lowdin_charge:R:1
As -0.3385 -1.5208 -2.3400 -0.30 -0.04 0.07 1.166
As -2.7413 1.6806 -2.1478 -0.07 0.00 0.09 1.141
As -3.0324 0.6398 2.4484 -0.18 -0.03 -0.12 1.152
As -1.0366 0.3279 -7.2962 0.08 0.02 0.02 1.135
Ti 0.7664 0.0601 -0.1554 0.64 0.15 -0.41 0.510
P 2.9027 0.6030 -1.7864 0.17 -0.12 0.05 1.080
P 1.4476 0.5631 3.0719 0.15 -0.03 -0.06 1.123
F 1.7042 2.5186 0.5412 -0.34 0.28 -0.20 -0.074
F -0.0841 4.4600 0.6306 -0.01 0.01 0.01 0.140
F -0.3089 3.1088 2.2987 -0.18 0.01 -0.10 0.106
F -1.7567 3.0928 0.6909 0.03 0.03 -0.07 0.081
F 0.2372 2.5306 -1.1312 -0.08 0.17 0.08 -0.092
O -1.0187 -1.7977 1.6257 0.00 0.05 -0.03 0.046
N 2.4272 -1.0101 0.5649 0.15 -0.44 -0.09 -0.091
C 4.3234 1.1536 -4.2495 -0.01 -0.01 0.00 -0.104
C -0.4643 -1.0316 0.9829 -0.59 -0.57 0.59 -0.266
C -1.1563 -0.5623 -5.5145 -0.11 0.05 -0.08 -0.393
C 2.3848 3.1822 3.4696 0.06 0.10 -0.03 -0.107
C 2.1854 2.3715 -3.7746 0.01 0.00 -0.01 -0.121
C -7.1299 -2.1691 2.5399 0.00 0.00 0.00 -0.088
C -5.9442 -1.7328 1.9686 0.00 -0.01 0.00 -0.069
C 2.9516 1.0568 -3.5804 -0.08 0.09 -0.03 -0.524
C -2.0490 -1.2947 -3.3080 0.05 0.10 0.07 -0.360
C 2.8250 -1.6491 4.2001 -0.06 0.02 -0.04 -0.099
C 0.3789 2.1575 0.2346 0.04 0.37 -0.36 -0.375
C -4.4279 0.0877 1.1355 -0.01 0.01 0.01 -0.347
C -5.7254 -0.3807 1.7069 0.00 0.00 0.02 -0.313
C 3.6820 -1.9793 -2.7893 -0.03 0.03 -0.02 -0.113
C -0.4498 3.2085 0.9713 -0.15 -0.11 -0.02 -0.605
C 1.5080 0.8481 6.0110 0.04 0.00 -0.06 -0.122
C -4.0192 2.1383 3.2472 -0.02 -0.02 0.01 -0.308
C 2.4044 -1.0027 3.0333 0.03 -0.03 0.12 -0.300
C 0.2100 1.7544 -6.7805 -0.04 0.03 0.01 -0.355
C 4.4493 2.8058 -0.9896 0.01 0.00 -0.02 -0.110
C 0.6404 -2.5106 -3.7082 0.10 -0.02 0.06 -0.282
C -1.9444 1.1725 -3.8812 0.01 -0.03 -0.03 -0.372
C -8.1271 -1.2587 2.8604 0.00 0.00 0.00 -0.101
C 3.8382 -2.5892 4.2197 0.01 -0.01 -0.01 -0.099
C -2.5320 3.6039 -2.4660 0.05 -0.01 0.03 -0.314
C 3.9414 1.6737 2.2506 -0.04 0.10 0.06 -0.110
C -3.3774 -0.7089 3.8352 0.00 0.02 0.00 -0.299
C 0.6420 0.5655 4.7755 -0.08 0.02 -0.04 -0.519
C 4.0828 -2.2607 1.8590 -0.07 -0.04 -0.05 -0.052
C -2.6014 1.4978 -7.5014 -0.01 -0.01 -0.01 -0.358
C 2.7542 -3.2185 -0.5024 -0.03 0.02 -0.01 -0.053
C -7.9292 0.0885 2.5933 0.00 0.00 0.00 -0.087
C 5.7598 0.6674 -1.2943 -0.01 0.01 -0.03 -0.089
C 2.8812 1.7410 3.3439 -0.04 0.03 0.07 -0.507
C -6.7420 0.5209 2.0208 0.00 0.00 0.01 -0.064
C -3.6150 -0.3977 -4.9848 0.01 -0.03 -0.01 -0.063
C -4.6553 1.6505 -2.6142 -0.01 0.00 0.01 -0.328
C 4.5219 -2.8292 3.0351 -0.01 0.02 0.03 -0.088
C 3.2588 -3.9752 -1.5423 0.00 -0.01 -0.01 -0.083
C -0.5419 1.5391 4.8294 -0.04 0.01 -0.03 -0.160
C -0.9544 -3.1009 -1.3625 0.01 0.00 -0.07 -0.288
C 4.4046 1.2772 -0.9376 0.02 -0.05 -0.07 -0.526
C 3.7636 -3.3566 -2.6818 -0.01 -0.02 0.00 -0.104
C 2.9318 -1.4426 1.7965 0.04 0.12 -0.04 -0.309
C 2.7869 -1.8138 -0.5433 0.11 0.06 0.14 -0.356
C 3.1879 -1.1980 -1.7450 0.03 0.02 -0.03 -0.332
C -2.1929 -0.2401 -4.4215 0.12 -0.04 0.05 -0.656
H -5.0935 0.6658 -2.4565 0.02 0.01 -0.01 0.010
H 1.2674 -3.2433 -3.2072 0.01 0.01 0.01 0.013
H 4.1748 0.9820 0.0894 0.06 -0.08 -0.37 0.044
H -1.4786 3.8769 -2.4258 0.00 -0.02 0.02 0.015
H -1.8209 -2.8449 -0.7558 0.00 0.00 0.00 0.021
H 6.4611 0.8568 -0.4779 0.01 0.02 -0.01 0.083
H 2.1501 2.6373 -4.8331 0.02 0.00 0.02 0.063
H -0.0897 -3.0189 -4.3364 0.02 -0.02 0.00 0.033
H -5.1731 -2.4522 1.7156 0.00 0.00 0.01 0.109
H -4.3406 -0.5835 -4.1933 0.01 0.03 0.00 0.068
H 2.4502 0.3096 6.0439 0.04 -0.03 -0.02 0.054
H -1.2260 -3.8759 -2.0797 -0.01 -0.01 0.01 0.038
H 0.3663 2.4191 -7.6299 0.00 0.00 -0.01 0.020
H 4.9687 0.3002 -4.0522 -0.01 -0.02 0.00 0.058
H -2.8022 -1.1208 -2.5332 0.02 0.00 0.00 0.053
H -3.3595 2.6934 3.9136 0.01 -0.03 0.02 0.014
H -2.2625 1.9157 -4.6135 0.02 0.00 -0.06 0.052
H -4.3397 2.8115 2.4514 0.03 0.02 0.00 0.019
H 1.9226 3.5108 2.5377 0.19 0.02 0.24 0.054
H -3.3989 -1.6971 3.3779 0.04 -0.01 0.00 0.014
H 0.2344 -0.4501 4.8470 0.04 -0.01 0.00 0.098
H 3.5556 2.1016 1.3236 0.13 -0.06 0.46 0.035
H -4.8913 1.7944 3.8028 -0.02 0.01 -0.01 0.018
H -3.9684 -0.6836 0.5137 0.00 0.00 0.01 0.057
H -5.1627 2.3532 -1.9519 0.01 0.00 0.02 0.019
H 1.2717 -1.8745 -4.3232 -0.01 -0.01 0.02 0.014
H 1.1691 1.3123 -6.5110 0.00 -0.01 0.00 0.003
H -3.0629 4.1617 -1.6968 0.01 0.00 0.05 0.023
H 6.1808 1.1145 -2.1950 0.00 -0.02 -0.01 0.063
H 4.0024 -1.5072 -3.7086 0.02 0.02 0.00 0.094
H -9.0525 -1.5967 3.3081 0.00 0.00 -0.01 0.098
H -2.3766 2.1293 -8.3620 0.00 0.00 0.00 0.016
H 1.7396 1.9124 6.0766 0.02 0.01 -0.02 0.072
H 4.1735 -3.9439 -3.4930 0.00 0.00 0.00 0.105
H 4.2834 0.6559 2.0587 0.01 0.02 0.10 0.068
H 4.8484 2.0479 -3.9120 0.01 0.00 0.01 0.069
H 2.3356 -1.4094 5.1303 0.00 0.05 0.06 0.078
H 0.9438 0.5883 6.9107 -0.01 0.01 -0.01 0.083
H 3.3487 1.4365 4.2836 0.00 -0.03 0.05 0.097
H 4.1973 1.2410 -5.3316 0.00 0.01 0.00 0.081
H 4.1204 -3.0779 5.1426 0.01 0.01 0.00 0.096
H -0.1687 2.3326 -5.9375 0.02 0.00 -0.01 0.014
H -4.3267 -0.5305 4.3393 -0.02 -0.02 -0.02 0.028
H 2.3743 0.2582 -4.0645 0.00 -0.02 0.01 0.083
H -2.2411 -2.2853 -3.7312 -0.05 -0.02 0.02 0.084
H -3.9356 0.4907 -5.5248 0.01 -0.01 -0.02 0.057
H 3.2281 3.8456 3.6795 0.02 -0.02 0.02 0.084
H -4.5686 0.9703 0.5104 0.01 0.01 -0.07 0.043
H -1.2346 -1.6244 -5.7621 -0.03 0.02 0.00 0.051
H 4.8097 2.2657 2.5521 0.02 0.01 0.02 0.093
H 2.3784 -3.7047 0.3887 0.02 0.00 0.03 0.126
H 3.2607 -5.0555 -1.4638 0.00 0.00 0.00 0.108
H -0.1628 -3.4681 -0.7117 0.02 0.00 -0.01 0.019
H -0.1980 2.5712 4.9060 0.01 -0.01 0.02 0.064
H -6.6019 1.5743 1.8071 0.00 0.00 0.00 0.106
H 1.6568 3.3150 4.2682 0.00 -0.01 0.02 0.052
H -7.2765 -3.2245 2.7329 0.00 0.00 0.00 0.101
H -4.8197 1.9642 -3.6452 -0.01 0.00 0.00 0.022
H 1.1650 2.3045 -3.3971 0.01 0.00 -0.01 0.044
H -0.1516 -0.4133 -5.1052 -0.04 0.00 -0.06 0.034
H -2.9432 3.8610 -3.4434 0.00 0.01 0.01 0.024
H -3.4927 0.9189 -7.7335 0.00 -0.01 0.01 0.012
H 3.4772 3.2542 -0.7853 0.02 0.01 -0.01 0.064
H 4.6311 -2.4665 0.9505 -0.02 -0.03 -0.03 0.111
H 2.6756 3.1890 -3.2429 0.00 0.00 0.01 0.074
H 4.7946 3.1567 -1.9643 -0.02 0.00 0.00 0.065
H -8.7048 0.8070 2.8270 0.00 0.00 0.00 0.101
H 5.1522 3.1806 -0.2420 0.01 -0.01 -0.01 0.084
H 5.7074 -0.4123 -1.4378 -0.01 -0.01 0.02 0.067
H 5.3987 -3.4652 3.0221 -0.01 -0.01 0.00 0.103
H -2.7881 2.1378 -6.6419 0.00 0.01 0.01 0.006
H -1.1584 1.3353 5.7096 0.02 -0.02 0.00 0.084
H -1.1655 1.4836 3.9415 0.04 -0.08 0.01 -0.027
H -2.5661 -0.6886 4.5625 -0.01 0.04 0.01 0.006
H -0.8673 1.3120 -3.7327 -0.03 0.03 0.03 0.048
H -3.6568 -1.2455 -5.6734 0.00 -0.02 0.03 0.093
```
Forces are in eV/Å.

Relative energy (zero: lowest compared OMol25 entry of this formula, charge and spin) in kcal/mol: 10.7
HOMO-LUMO gap (spin up / spin down) in eV: 6.963 / 7.308
2S+1: 3
E_LUMO (spin up / spin down) in Ha: 0.0184 / 0.0113